{"formula": "C40H49ClF18I2N3O8", "method": "ωB97M-V with the def2-TZVPD basis set", "symbols": ["C", "C", "C", "C", "C", "N", "I", "C", "Cl", "C", "C", "C", "C", "F", "F", "C", "F", "F", "F", "C", "O", "C", "O", "C", "C", "C", "C", "C", "C", "N", "C", "C", "C", "I", "C", "N", "C", "C", "C", "C", "F", "F", "C", "F", "F", "H", "H", "H", "H", "H", "H", "H", "H", "H", "H", "H", "H", "H", "H", "H", "H", "H", "H", "H", "H", "H", "H", "H", "H", "H", "H", "H", "H", "H", "H", "H", "H", "H", "H", "C", "C", "O", "C", "O", "C", "F", "F", "F", "H", "H", "H", "H", "H", "C", "C", "O", "C", "O", "C", "F", "F", "F", "H", "H", "H", "H", "H", "C", "C", "O", "C", "O", "C", "F", "F", "F", "H", "H", "H", "H", "H"], "xyz": [[4.89187, -2.47950, -2.73366], [4.65703, -1.32686, -2.96821], [4.34808, 0.20383, -3.11658], [2.90853, 0.51769, -3.76344], [3.15022, -0.06681, -5.24794], [2.79306, 2.00757, -4.05266], [4.42243, 3.22472, -3.41124], [1.45933, 2.66461, -3.86712], [0.50821, 2.10609, -5.35458], [1.37789, 4.22080, -3.98461], [0.01074, 4.95487, -3.73259], [-1.36920, 4.28731, -4.02433], [-1.83731, 4.62564, -5.50838], [-0.78452, 4.73772, -6.39848], [-2.48195, 5.86950, -5.41483], [-2.91479, 3.60470, -6.08438], [-2.39550, 2.93545, -7.17265], [-3.98131, 4.34700, -6.57386], [-3.43614, 2.74433, -5.16061], [0.91850, 2.15321, -2.50122], [1.80370, 2.45198, -1.40557], [1.39196, 3.51284, -0.58673], [1.71175, 4.64889, -0.82395], [0.56879, 3.32957, 0.74619], [1.40037, 3.07613, 1.95691], [0.81047, 2.92671, 3.28731], [-0.66893, 3.02550, 3.38818], [-1.48103, 3.27629, 2.18492], [-0.88839, 3.43163, 0.82951], [0.52119, 0.76405, -2.70436], [-0.39055, 0.49299, -1.59172], [-1.89658, 0.68871, -2.17887], [-2.93724, -0.28444, -1.51034], [-3.05630, 0.16029, 0.61254], [1.68523, -0.20870, -2.94617], [2.03563, -0.55301, -1.57451], [2.19388, -1.89557, -1.06027], [1.04939, -2.47819, -0.09393], [1.45934, -4.01260, 0.14372], [0.95784, -1.36184, -3.75091], [-0.11353, -1.95061, -3.02383], [0.25285, -0.89330, -4.87249], [1.70126, -2.67249, -4.22243], [1.39802, -2.91298, -5.58294], [1.27305, -3.85071, -3.58417], [5.11759, -3.44568, -2.22700], [4.47295, 0.59323, -2.07622], [5.18883, 0.47403, -3.82286], [4.00146, 0.51638, -5.73048], [3.51304, -1.11892, -5.28971], [2.27197, 0.04056, -5.92845], [2.94266, 2.20486, -5.06258], [1.71251, 4.48964, -5.03845], [2.08519, 4.81179, -3.32482], [0.04859, 5.92590, -4.31738], [-0.01329, 5.30109, -2.65189], [-1.45651, 3.18716, -3.79569], [-2.15006, 4.78309, -3.36942], [-0.03903, 2.71686, -2.27330], [2.51787, 3.01625, 1.85520], [1.47679, 2.76628, 4.16825], [-1.10023, 2.93918, 4.41758], [-2.58621, 3.37145, 2.35003], [-1.48947, 3.65426, -0.08425], [-0.45318, -0.51508, -1.12833], [-0.37157, 1.21469, -0.71590], [-1.80438, 0.39023, -3.27020], [-2.20542, 1.77500, -2.14423], [-3.94707, -0.03921, -1.96004], [-2.75925, -1.36742, -1.74329], [2.64570, 0.09063, -1.08664], [3.08606, -1.86108, -0.34825], [2.45305, -2.75354, -1.73280], [0.04346, -2.51678, -0.58859], [1.01280, -1.95453, 0.89690], [1.17380, -4.60894, -0.77279], [2.56442, -4.05528, 0.33808], [0.89017, -4.45227, 1.01204], [2.81112, -2.71943, -4.16709], [-0.88117, -3.98087, -7.17920], [-2.03992, -4.12195, -8.14522], [-2.09087, -5.45184, -8.68443], [-2.71146, -6.36914, -7.92810], [-3.20790, -6.14813, -6.86000], [-2.73277, -7.72089, -8.64416], [-1.54887, -8.01709, -9.21341], [-3.65246, -7.74320, -9.62815], [-3.02550, -8.73258, -7.81545], [0.05550, -4.27297, -7.65867], [-0.79303, -2.95118, -6.83058], [-1.01183, -4.63036, -6.31146], [-1.89890, -3.44761, -8.99096], [-2.98899, -3.85517, -7.67594], [-2.94769, 0.39103, 9.57166], [-3.44079, 1.65730, 8.90278], [-2.35528, 2.58074, 8.70040], [-1.61434, 2.38585, 7.60624], [-1.79307, 1.51023, 6.80443], [-0.53568, 3.46400, 7.49661], [0.07081, 3.70917, 8.67067], [-1.04696, 4.63812, 7.07731], [0.43400, 3.13111, 6.62590], [-2.42267, 0.62857, 10.49943], [-3.78076, -0.27524, 9.79873], [-2.24161, -0.14292, 8.93293], [-4.16076, 2.15923, 9.54995], [-3.95017, 1.44261, 7.96130], [1.17017, -2.49336, 14.19235], [1.43857, -1.78047, 12.88285], [0.75291, -2.43283, 11.80008], [-0.53153, -2.09579, 11.62931], [-1.12640, -1.30642, 12.30786], [-1.11501, -2.82676, 10.41915], [-0.75881, -4.12318, 10.37733], [-0.70212, -2.28160, 9.25603], [-2.45904, -2.80268, 10.39323], [1.42796, -3.55143, 14.11234], [1.75318, -2.04784, 14.99954], [0.11289, -2.44101, 14.45864], [2.50304, -1.82613, 12.64992], [1.16562, -0.72475, 12.93662]], "mulliken_charge": [0.471, -1.320, -1.620, 0.735, -1.673, -0.090, 0.342, 1.016, -0.020, -1.199, -0.962, -0.354, 0.556, -0.245, -0.330, 0.602, -0.243, -0.256, -0.229, -2.884, 0.057, -0.101, -0.486, 0.741, -0.465, -0.540, -0.036, -0.806, -0.141, 1.408, 0.681, -0.478, -1.223, 0.053, 0.580, 0.212, -1.011, -0.060, -1.235, -0.076, -0.261, -0.295, 0.475, -0.309, -0.294, 0.393, 0.657, 0.674, 0.451, 0.483, 0.345, 0.621, 0.526, 0.301, 0.559, 0.409, -0.194, 0.581, 1.195, 0.327, 0.405, 0.136, 0.466, 0.379, -0.503, 0.045, 0.226, 0.235, 0.582, 0.389, 0.686, 0.629, -0.053, 0.030, 0.391, 0.234, 0.329, 0.404, -0.056, -0.726, -0.469, -0.312, 0.364, -0.505, 0.871, -0.244, -0.247, -0.237, 0.314, 0.159, 0.333, 0.353, 0.341, -0.987, -0.386, -0.303, 0.351, -0.537, 0.935, -0.246, -0.260, -0.219, 0.316, 0.405, 0.274, 0.351, 0.325, -1.098, -0.205, -0.311, 0.366, -0.500, 0.902, -0.247, -0.256, -0.247, 0.303, 0.369, 0.314, 0.314, 0.313], "homo_ev": -11.20, "multiplicity": 1, "charge": 1, "fmax_ha_per_bohr": 0.0748}